Here is a structure of composition C16H16Cl4O2OsP2 from the OMol25 dataset. Energies are from the ωB97M-V functional and the def2-TZVPD basis.

**Gap between HOMO and LUMO**: 6.140 eV
**HOMO**: -15.3 eV
**ΔE to the lowest compared entry with this formula, charge and spin**: 0.021 eV
**Charge**: +2
**DFT total energy**: -3383.31663 Eh

CARTESIAN COORDINATES (ANGSTROEM)
Os 0.0225 0.1204 0.1484
C 3.1189 -0.9448 1.2576
P 2.3276 0.3211 0.2350
C 3.1015 0.1885 -1.3994
C 2.8005 1.9404 0.8903
C 4.1133 2.2678 1.2114
C 4.4095 3.5400 1.6763
C 3.4029 4.4884 1.8126
C 2.0926 4.1711 1.4887
C 1.7867 2.8940 1.0301
P 0.1053 2.3948 0.5757
C -0.9933 2.9079 1.9183
C -0.3622 3.4024 -0.8590
H 2.8059 -0.8380 2.2958
H 4.2043 -0.8575 1.2049
H 2.8309 -1.9311 0.8927
H 2.9534 -0.8180 -1.7938
H 4.1720 0.3816 -1.3196
H 2.6687 0.9148 -2.0866
H 4.9093 1.5396 1.1061
H 5.4290 3.7952 1.9341
H 3.6423 5.4792 2.1752
H 1.3187 4.9221 1.5985
H -0.9195 3.9828 2.0843
H -0.7283 2.3911 2.8401
H -2.0220 2.6650 1.6501
H -0.2874 4.4622 -0.6132
H -1.3913 3.1803 -1.1445
H 0.2994 3.1942 -1.6993
Cl -3.4955 -5.7291 -1.1042
C -3.0424 -4.1422 -0.7562
C -4.1288 -3.1581 -0.4640
Cl -5.7193 -3.7119 -0.5057
C -3.8688 -1.8580 -0.1676
Cl -5.0810 -0.7066 0.1731
C -2.5064 -1.4310 -0.1384
O -2.1339 -0.2819 0.1107
C -1.3920 -2.4390 -0.4381
O -0.2434 -1.9941 -0.3955
C -1.7300 -3.7949 -0.7428
Cl -0.4575 -4.8838 -1.0675